The following is a DFT calculation (ωB97M-V/def2-TZVPD) of a molecular structure, C20H18IrN6 in a non-equilibrium geometry.

Positions of all 45 atoms, in Å:
C: -3.251541 1.138183 -1.566184
C: -5.318054 0.049951 -1.018238
H: 1.488855 4.890650 -2.917042
H: -0.695993 4.614735 1.576501
N: 0.315025 2.269342 0.668659
H: -5.098064 -1.580066 0.380768
H: -0.204220 2.358246 1.541097
H: -6.389232 -0.060497 -1.130673
N: -2.558570 0.314432 -0.792571
Ir: -0.340430 0.345054 -0.513475
H: -5.158924 1.719902 -2.369311
C: 2.579608 -5.013281 2.569655
H: 2.413740 -5.651980 3.428018
C: 2.348071 -1.608123 -1.026793
C: -2.414126 -1.566016 0.668299
C: 0.958896 3.612682 -1.289399
H: 1.272390 2.001162 0.919984
N: -0.303467 -2.247677 1.183888
H: -0.622455 6.756487 0.386396
H: -2.710622 1.902076 -2.109681
C: -0.163794 5.877220 -0.050772
H: 4.034557 -2.706125 -1.304192
H: -2.849546 -2.445739 1.138238
C: 3.997450 -4.376398 0.698498
C: 3.054360 -3.404714 0.360679
H: 4.490688 -5.915828 2.083531
H: 4.895847 -4.499146 0.104750
H: 2.589246 -0.992036 -1.883888
C: -4.640440 1.036486 -1.710207
C: 1.030995 4.810075 -1.939067
C: 1.630890 -4.066820 2.236584
C: -4.598244 -0.804776 -0.187243
N: -1.133606 -1.360438 0.691252
C: -0.225684 4.673929 0.601322
H: 0.728374 -3.958914 2.821419
N: 3.216082 -2.576045 -0.714001
N: 1.238757 -1.391678 -0.364784
C: 1.849654 -3.242013 1.135036
C: 0.912762 -2.258834 0.679855
C: -3.218199 -0.655766 -0.094430
C: 3.763709 -5.165205 1.798386
C: 0.552399 5.973821 -1.273871
H: 0.809137 6.952738 -1.670373
C: 0.349713 3.534200 -0.005529
H: 1.374006 2.716744 -1.741093

Atomic forces in eV per Å
C -0.280 0.121 -0.189
C -0.082 0.226 -0.198
H 0.019 0.046 0.022
H -0.018 -0.073 -0.017
N 0.061 0.123 -0.122
H 0.021 -0.025 -0.026
H 0.012 -0.114 0.067
H -0.009 -0.012 0.052
N 0.954 -0.033 0.022
Ir -0.623 -0.755 0.176
H 0.007 0.006 -0.004
C -0.372 0.228 0.040
H 0.055 -0.025 -0.005
C -0.044 0.142 -0.116
C 0.132 -0.464 0.325
C 0.069 -0.048 -0.095
H 0.003 0.030 0.031
N -0.207 -1.102 0.890
H 0.128 0.056 -0.014
H 0.074 -0.062 -0.012
C -0.170 -0.216 0.420
H 0.024 0.056 -0.045
H 0.038 0.013 0.037
C 0.108 0.093 -0.199
C 0.045 -0.252 0.284
H -0.006 -0.019 -0.005
H 0.003 -0.005 0.023
H 0.053 -0.024 -0.005
C 0.061 -0.138 0.135
C 0.143 -0.394 0.128
C 0.107 -0.280 0.230
C 0.371 -0.087 0.159
N 0.247 1.319 -0.814
C -0.176 0.210 -0.061
H 0.001 -0.008 -0.010
N -0.042 -0.018 0.035
N -0.442 0.294 0.056
C -0.158 0.179 -0.150
C 0.303 0.260 -0.420
C -0.496 0.214 -0.150
C 0.070 0.044 -0.110
C 0.145 0.344 -0.173
H -0.176 -0.010 -0.058
C 0.067 0.123 -0.121
H -0.018 0.039 -0.011

Values from the calculation:
HOMO-LUMO gap (alpha / beta) in eV: 7.8 / 5.1
Highest occupied orbital energy (alpha / beta) in eV: -20.57 / -20.73
Total charge: +4
Spin multiplicity: 6

Atomic partial charges in e from the Mulliken method, atoms 1 to 8: number 1, C, carries 0.095; number 2, C, carries -0.304; number 3, H, carries 0.463; number 4, H, carries 0.376; number 5, N, carries -0.701; number 6, H, carries 0.419; number 7, H, carries 0.308; number 8, H, carries 0.493